Entry from the OMol25 dataset: one molecule with the formula C4H8O2 (ωB97M-V/def2-TZVPD).

Computed properties:
charge: 0
total energy: -8371.160 eV
SMILES: OCC1(O)CC1
relative energy (zero: lowest compared OMol25 entry of this formula, charge and spin): 48.9 kcal per mole
multiplicity: 1

Each line ends with the Löwdin charge.
Cartesian coordinates (Å):
O 2.04 -0.23 0.02  -0.06
O -1.33 1.26 0.02  -0.03
C -0.73 -1.10 -0.72  -0.06
C -0.39 0.21 0.03  -0.53
C 1.03 0.77 0.09  -0.17
C -0.78 -1.00 0.79  -0.08
H -1.82 -1.03 1.19  0.12
H 0.12 -1.58 -1.16  0.08
H -1.54 1.42 -0.98  0.15
H -0.01 -1.48 1.40  0.11
H -1.66 -1.15 -1.31  0.11
H 1.11 1.52 -0.74  0.13
H 1.12 1.31 1.05  0.13
H 2.21 -0.54 -0.86  0.08

Entry from the OMol25 dataset: C4H8O2 as an isolated structure (ωB97M-V/def2-TZVPD).

Computed properties:
charge: 0
total energy: -8367.783 eV
relative energy (zero: lowest compared OMol25 entry of this formula, charge and spin): 126.8 kcal per mole
multiplicity: 1

Each line ends with the Löwdin charge.
Cartesian coordinates (Å):
O 1.93 1.13 0.02  -0.06
O -2.00 -0.45 -0.74  -0.12
C -0.96 0.57 -0.73  -0.16
C 1.32 -0.13 0.23  -0.26
C -0.16 0.12 0.49  -0.35
C -0.96 -1.17 0.62  0.08
H -0.26 0.83 1.32  0.14
H -1.46 1.53 -0.62  0.13
H 1.42 -0.78 -0.64  0.12
H -1.66 -1.17 1.46  0.06
H -1.45 -1.37 -0.70  0.08
H 2.87 0.99 -0.14  0.09
H 1.76 -0.65 1.09  0.12
H -0.39 0.56 -1.67  0.13